{
  "formula": "C15H26MgN7OSSb",
  "method": "ωB97M-V with the def2-TZVPD basis set",
  "e_tot_ev": -51262.347,
  "charge": 2,
  "homo_lumo_gap_ev": 8.01,
  "lumo_ev": -6.2,
  "max_force_ev_per_a": 2.932,
  "e_homo_ev": -14.24,
  "elements": ["Mg", "C", "C", "N", "N", "C", "N", "S", "C", "C", "C", "C", "C", "N", "H", "H", "H", "H", "H", "H", "H", "H", "H", "H", "C", "N", "C", "C", "O", "N", "C", "N", "H", "H", "H", "H", "H", "H", "H", "C", "Sb", "C", "C", "H", "H", "H", "H", "H", "H", "H", "H", "H"],
  "coordinates": [[-0.62979, -0.32572, 0.42119], [-0.18886, -4.67354, -0.74383], [-0.45921, -3.19491, -0.66447], [-0.38076, -2.50615, 0.41624], [0.14620, -3.14224, 1.55572], [-0.01233, -2.54448, 2.74913], [0.38063, -3.27002, 3.78017], [-0.53623, -0.95222, 2.91534], [-0.85896, -2.37166, -1.86732], [-1.17463, -2.93296, -3.13084], [-1.46069, -2.04287, -4.15747], [-1.58200, -0.69806, -3.85579], [-1.20871, -0.24742, -2.60632], [-0.81060, -1.04685, -1.59046], [-0.56850, -5.05739, -1.67231], [-0.66007, -5.22292, 0.04597], [0.86075, -4.90642, -0.77049], [0.47682, -4.07237, 1.59589], [0.61711, -4.21328, 3.67798], [0.24646, -2.85653, 4.70735], [-1.09730, -4.02671, -3.28524], [-1.74002, -2.39836, -5.13747], [-1.98288, 0.00971, -4.52573], [-1.31378, 0.80959, -2.41684], [-2.29490, 4.89172, 2.89635], [-2.07027, 3.70272, 2.06415], [-3.01577, 2.78019, 1.49636], [-2.07960, 1.75908, 0.92515], [-2.40090, 0.69389, 0.40256], [-0.84048, 2.13174, 0.99404], [-0.81440, 3.29906, 1.63880], [0.33634, 3.96715, 1.88858], [-1.52728, 5.00972, 3.64052], [-3.30071, 4.81631, 3.43832], [-2.24076, 5.71743, 2.20819], [-3.67299, 3.29073, 0.75180], [-3.64470, 2.25500, 2.20085], [1.10330, 3.63782, 1.30061], [0.24976, 4.97501, 1.78224], [4.03001, -0.03290, 0.48650], [2.12996, 0.37368, -0.52649], [2.61649, -0.30048, -2.42896], [2.49113, 2.39447, -0.93037], [4.81238, 0.61852, 0.01802], [4.24965, -1.05348, 0.29963], [4.06552, 0.09190, 1.57476], [3.58170, 0.00421, -2.79007], [1.79771, -0.02029, -3.16350], [2.66626, -1.38492, -2.43871], [3.39372, 2.48284, -1.57234], [2.63122, 3.04337, -0.05870], [1.68497, 2.73934, -1.53872]],
  "nbo_charge": [1.64, -0.70, 0.31, -0.37, -0.44, 0.33, -0.74, -0.33, 0.15, -0.20, -0.11, -0.22, 0.07, -0.58, 0.25, 0.25, 0.26, 0.40, 0.40, 0.44, 0.25, 0.25, 0.25, 0.21, -0.42, -0.36, -0.32, 0.66, -0.74, -0.68, 0.67, -0.75, 0.23, 0.25, 0.21, 0.26, 0.26, 0.42, 0.41, -0.94, 0.92, -1.01, -0.99, 0.24, 0.23, 0.25, 0.26, 0.24, 0.24, 0.26, 0.22, 0.23]
}

{
  "formula": "C15H26N3O9S5",
  "method": "ωB97M-V with the def2-TZVPD basis set",
  "e_tot_ev": -93041.411,
  "charge": 1,
  "homo_lumo_gap_ev": 8.24,
  "e_above_lowest_kcal_mol": 5.48,
  "lumo_ev": -3.0,
  "max_force_ev_per_a": 1.295,
  "e_homo_ev": -11.28,
  "elements": ["S", "C", "S", "C", "C", "C", "C", "C", "O", "C", "C", "S", "N", "N", "C", "C", "N", "C", "H", "H", "H", "H", "H", "H", "H", "H", "H", "H", "H", "H", "H", "H", "H", "H", "H", "H", "C", "C", "O", "S", "O", "O", "O", "H", "H", "H", "H", "C", "C", "O", "S", "O", "O", "O", "H", "H", "H", "H"],
  "coordinates": [[-2.98853, -2.13403, -7.73374], [-3.36399, -0.66111, -7.17538], [-2.22252, 0.69935, -7.31594], [-0.74570, -0.10453, -6.64536], [-0.93461, -0.44517, -5.17361], [0.34591, -0.98220, -4.51438], [0.36237, -0.67590, -3.00619], [1.01150, -1.75203, -2.17185], [0.82769, -1.55311, -0.78770], [0.63287, -0.20552, -0.40736], [1.35283, 0.83011, -1.26199], [0.71023, 2.47613, -0.85655], [1.19243, 0.55496, -2.75447], [-4.55549, -0.33663, -6.57810], [-5.69409, -1.12376, -6.56461], [-6.61435, -0.43459, -5.83285], [-6.08892, 0.75957, -5.38360], [-4.87386, 0.80391, -5.84247], [0.08033, 0.58200, -6.79892], [-0.57229, -1.00879, -7.21838], [-1.70881, -1.19983, -5.07981], [-1.22465, 0.46862, -4.65667], [0.47268, -2.04594, -4.67755], [1.20738, -0.48806, -4.96766], [-0.65751, -0.49133, -2.68654], [2.09109, -1.73818, -2.38138], [0.65661, -2.74044, -2.43430], [0.99877, -0.07164, 0.60599], [-0.43026, 0.03040, -0.37884], [2.41015, 0.91353, -1.04901], [-0.45294, 2.41217, -1.52179], [2.11067, 0.32328, -3.13088], [0.81703, 1.36938, -3.23781], [-5.81566, -2.07569, -7.03563], [-7.61213, -0.75784, -5.61274], [-4.17679, 1.60096, -5.68003], [3.34429, -1.21874, 4.49334], [1.89355, -1.47921, 4.83092], [1.31675, -0.16412, 4.92739], [2.03401, 0.81813, 3.90224], [1.25257, 0.91119, 2.71452], [2.45055, 1.97901, 4.59200], [3.29790, -0.10184, 3.58220], [3.91434, -0.92747, 5.37565], [3.82242, -2.06487, 4.00864], [1.77078, -2.00621, 5.77121], [1.38170, -2.01891, 4.03077], [1.07899, 1.62796, 10.08794], [0.66506, 2.01448, 8.68302], [1.86952, 1.87278, 7.91619], [2.74540, 0.67508, 8.49943], [2.49020, -0.49847, 7.73893], [4.06288, 1.14130, 8.71369], [1.98684, 0.53154, 9.89597], [1.61212, 2.43693, 10.58961], [0.24264, 1.30481, 10.70059], [0.30654, 3.03676, 8.61275], [-0.08647, 1.33184, 8.28109]],
  "nbo_charge": [0.02, -0.09, 0.28, -0.53, -0.42, -0.41, -0.07, -0.08, -0.50, -0.13, -0.21, 0.08, -0.52, -0.44, -0.09, -0.06, -0.41, 0.18, 0.23, 0.25, 0.24, 0.19, 0.24, 0.20, 0.24, 0.16, 0.23, 0.27, 0.19, 0.25, 0.12, 0.44, 0.45, 0.25, 0.22, 0.22, -0.10, -0.10, -0.68, 2.56, -0.95, -0.88, -0.70, 0.22, 0.21, 0.24, 0.19, -0.10, -0.10, -0.68, 2.56, -0.94, -0.89, -0.69, 0.20, 0.22, 0.22, 0.19]
}

{
  "formula": "C15H26N4OS",
  "method": "ωB97M-V with the def2-TZVPD basis set",
  "e_tot_ev": -34820.811,
  "homo_lumo_gap_ev": 9.11,
  "e_above_lowest_kcal_mol": 11.71,
  "lumo_ev": 0.7,
  "max_force_ev_per_a": 1.128,
  "smiles": "CCCn1c(SCC(=O)N2CCCCC2)nnc1C(C)C",
  "e_homo_ev": -8.37,
  "elements": ["C", "C", "H", "C", "N", "C", "N", "N", "C", "C", "C", "H", "H", "H", "C", "H", "H", "H", "H", "S", "C", "H", "H", "C", "O", "N", "C", "H", "C", "C", "C", "C", "H", "H", "H", "H", "H", "H", "H", "H", "H", "H", "H", "H", "H", "H", "H"],
  "coordinates": [[3.34656, 2.74575, -1.93075], [2.41893, 1.71059, -1.31204], [2.38679, 0.81625, -1.93921], [2.88461, 1.32416, 0.09507], [1.92913, 0.44947, 0.72115], [0.80940, 0.84235, 1.39188], [0.07054, -0.18610, 1.70523], [0.68987, -1.27986, 1.23061], [1.79236, -0.91000, 0.64065], [2.79082, -1.82980, 0.02668], [3.79075, -2.27226, 1.10061], [4.30108, -1.41501, 1.53597], [4.53548, -2.93638, 0.66822], [3.26753, -2.80079, 1.89352], [2.07769, -3.03531, -0.58096], [2.80272, -3.73192, -0.99509], [1.40344, -2.71814, -1.37269], [1.49369, -3.53695, 0.18487], [3.32905, -1.29331, -0.76250], [0.41903, 2.50944, 1.71203], [-1.37794, 2.34281, 1.46109], [-1.75954, 3.36030, 1.37925], [-1.78909, 1.84111, 2.33022], [-1.57171, 1.60011, 0.14336], [-0.97593, 1.97480, -0.85463], [-2.39460, 0.54008, 0.14121], [-3.06478, 0.00392, 1.31463], [-3.61808, 0.81173, 1.80548], [-4.05898, -1.08562, 0.91506], [-4.85481, -0.62300, -0.30033], [-3.92095, -0.45857, -1.50793], [-2.47059, -0.27687, -1.05314], [-1.88258, 0.22015, -1.82624], [-2.00808, -1.24608, -0.83731], [-3.96877, -1.33803, -2.15118], [-4.23224, 0.40258, -2.09994], [-5.32604, 0.33313, -0.06274], [-5.64878, -1.33458, -0.52889], [-3.53819, -2.01573, 0.68826], [-4.72410, -1.27435, 1.75870], [-2.31588, -0.40057, 2.00649], [2.97345, 2.22078, 0.71491], [3.85657, 0.82437, 0.06169], [1.40357, 2.10841, -1.25223], [3.00386, 3.00560, -2.92841], [4.36248, 2.36136, -2.00355], [3.36223, 3.65000, -1.32707]],
  "nbo_charge": [-0.60, -0.42, 0.20, -0.21, -0.37, 0.17, -0.33, -0.31, 0.35, -0.26, -0.59, 0.21, 0.21, 0.22, -0.59, 0.20, 0.21, 0.23, 0.21, 0.27, -0.61, 0.25, 0.24, 0.69, -0.66, -0.43, -0.22, 0.19, -0.41, -0.40, -0.40, -0.23, 0.25, 0.19, 0.21, 0.21, 0.20, 0.21, 0.20, 0.22, 0.24, 0.22, 0.21, 0.25, 0.22, 0.20, 0.20]
}